# C19H20Cl3F2N3OS2Ti

A molecular structure, C19H20Cl3F2N3OS2Ti (the ωB97M-V functional and the def2-TZVPD basis, the OMol25 dataset).

XYZ file:
```
51
C19H20Cl3F2N3OS2Ti the ωB97M-V functional and the def2-TZVPD basis
Ti 0.392 -0.100 0.873
C -1.831 -1.894 5.675
S -1.948 -2.951 4.219
C -0.915 -2.060 3.081
S -0.959 -0.342 2.955
N -0.215 -2.789 2.286
N 0.449 -2.066 1.344
C 1.358 -2.839 0.610
C 2.280 -2.157 -0.114
C 3.295 -2.724 -0.971
C 4.159 -1.930 -1.638
C 4.070 -0.506 -1.497
C 3.091 -0.008 -0.682
N 2.211 -0.757 0.005
H -2.451 -2.355 6.446
H -0.802 -1.827 6.030
H -2.197 -0.892 5.460
H 1.307 -3.916 0.686
H 3.333 -3.805 -1.063
H 4.916 -2.364 -2.284
H 4.741 0.163 -2.019
H 2.983 1.061 -0.546
Cl -4.396 -0.944 -5.077
C -3.143 -0.750 -3.864
C -3.465 -0.855 -2.524
C -2.468 -0.701 -1.579
Cl -2.840 -0.815 0.104
C -1.118 -0.435 -1.910
O -0.186 -0.288 -1.048
C -0.862 -0.341 -3.303
Cl 0.771 -0.034 -3.794
C -1.842 -0.494 -4.264
H -4.480 -1.054 -2.210
H -1.586 -0.415 -5.311
F 2.839 0.319 2.714
C 1.811 1.049 2.121
F 2.495 2.069 1.410
H 1.319 1.575 2.947
C 0.342 2.918 -1.145
C -0.946 2.584 -0.394
C -1.774 3.862 -0.213
C -0.657 1.902 0.948
H 0.135 3.426 -2.094
H 0.914 2.017 -1.370
H 0.975 3.572 -0.537
H -1.538 1.914 -1.026
H -1.228 4.578 0.411
H -2.720 3.642 0.288
H -1.995 4.347 -1.172
H -1.596 1.821 1.507
H -0.026 2.588 1.531
```

LUMO energy (eV): 4.1846
HOMO level (eV): 0.2
Net charge: -2
ΔE to the lowest compared entry with this formula, charge and spin (eV): 0.920
Orbital gap (eV): 4.00